# 1
The following is a DFT calculation (ωB97M-V with the def2-TZVPD basis set) of 2 unconnected molecules or ions with the total composition C2H5NO3 at a distorted geometry.

Summary:
energy above the lowest of the compared OMol25 structures with the same formula, charge and spin: 88.54 kcal per mole
highest occupied orbital energy: -10.20 eV
SMILES: CC=O.O=NO

```
! wB97M-V def2-TZVPD RIJCOSX def2/J DEFGRID3
* xyz 0 1
C 0.779 0.941 0.968
C 1.339 0.942 -0.431
N -2.268 -1.738 -0.940
O -1.041 -1.553 -0.290
O -3.151 -2.036 -0.213
O 0.911 0.356 -1.419
H 1.238 0.243 1.647
H 0.783 1.948 1.390
H -0.355 0.583 0.965
H 2.243 1.502 -0.616
H -0.478 -1.187 -1.062
*
```



# 2
The following is a DFT calculation (ωB97M-V with the def2-TZVPD basis set) of a molecular structure, C2H5NO3S at a distorted geometry.

Summary:
energy above the lowest of the compared OMol25 structures with the same formula, charge and spin: 55.50 kcal per mole
highest occupied orbital energy: -8.59 eV

```
! wB97M-V def2-TZVPD RIJCOSX def2/J DEFGRID3
* xyz 0 1
C 1.070 -1.119 0.096
C 0.440 0.227 0.279
N 0.547 1.115 -0.740
O 0.824 -2.136 0.915
O 1.933 -1.203 -0.733
O -1.338 -0.148 0.443
S -2.208 0.309 -0.824
H 0.484 0.569 1.253
H 0.356 -1.803 1.680
H 0.271 0.810 -1.703
H 0.485 2.063 -0.461
H -2.865 1.317 -0.205
*
```



# 3
The following is a DFT calculation (ωB97M-V with the def2-TZVPD basis set) of 2 unconnected molecules or ions with the total composition C2H5NO3S at a distorted geometry.

Summary:
energy above the lowest of the compared OMol25 structures with the same formula, charge and spin: 172.15 kcal per mole
highest occupied orbital energy (alpha / beta): -8.87 / -10.84 eV

```
! wB97M-V def2-TZVPD RIJCOSX def2/J DEFGRID3
* xyz 0 1
C -1.447 -0.512 -0.596
C -0.419 0.025 0.274
N -0.842 -1.218 0.526
O 1.513 -0.272 -1.488
O 1.750 1.553 0.368
O 1.975 -0.799 0.928
S 1.400 0.059 -0.088
H -2.455 -0.168 -0.491
H -1.236 -0.904 -1.573
H -0.932 2.309 1.290
H -0.209 -2.001 0.536
H 0.903 1.926 0.314
*
```



# 4
The following is a DFT calculation (ωB97M-V with the def2-TZVPD basis set) of a molecular structure, C2H5NO3S at a distorted geometry.

Summary:
energy above the lowest of the compared OMol25 structures with the same formula, charge and spin: 124.42 kcal per mole
highest occupied orbital energy: -9.24 eV

```
! wB97M-V def2-TZVPD RIJCOSX def2/J DEFGRID3
* xyz 0 1
C -1.186 -0.741 -0.337
C -0.686 0.707 -0.151
N 0.988 -1.395 -0.264
O 1.864 0.904 -0.918
O -0.311 -1.680 0.252
O 1.353 0.511 1.411
S 1.038 0.120 -0.114
H -2.282 -0.858 0.049
H -1.201 -1.046 -1.362
H -0.767 1.256 -0.966
H -0.958 1.104 0.855
H 2.148 1.118 1.545
*
```



Please write out number 1 again, unchanged.
The following is a DFT calculation (ωB97M-V with the def2-TZVPD basis set) of 2 unconnected molecules or ions with the total composition C2H5NO3 at a distorted geometry.

Summary:
energy above the lowest of the compared OMol25 structures with the same formula, charge and spin: 88.54 kcal per mole
highest occupied orbital energy: -10.20 eV
SMILES: CC=O.O=NO

```
! wB97M-V def2-TZVPD RIJCOSX def2/J DEFGRID3
* xyz 0 1
C 0.779 0.941 0.968
C 1.339 0.942 -0.431
N -2.268 -1.738 -0.940
O -1.041 -1.553 -0.290
O -3.151 -2.036 -0.213
O 0.911 0.356 -1.419
H 1.238 0.243 1.647
H 0.783 1.948 1.390
H -0.355 0.583 0.965
H 2.243 1.502 -0.616
H -0.478 -1.187 -1.062
*
```



energy above the lowest of the compared OMol25 structures with the same formula, charge and spin of number 2 (C2H5NO3S)?
55.50 kcal per mole



Repeat the fourth record exactly.
The following is a DFT calculation (ωB97M-V with the def2-TZVPD basis set) of a molecular structure, C2H5NO3S at a distorted geometry.

Summary:
energy above the lowest of the compared OMol25 structures with the same formula, charge and spin: 124.42 kcal per mole
highest occupied orbital energy: -9.24 eV

```
! wB97M-V def2-TZVPD RIJCOSX def2/J DEFGRID3
* xyz 0 1
C -1.186 -0.741 -0.337
C -0.686 0.707 -0.151
N 0.988 -1.395 -0.264
O 1.864 0.904 -0.918
O -0.311 -1.680 0.252
O 1.353 0.511 1.411
S 1.038 0.120 -0.114
H -2.282 -0.858 0.049
H -1.201 -1.046 -1.362
H -0.767 1.256 -0.966
H -0.958 1.104 0.855
H 2.148 1.118 1.545
*
```



Look up the energy above the lowest of the compared OMol25 structures with the same formula, charge and spin of the second one.
55.50 kcal per mole